This record from the Open Molecules 2025 dataset describes a cluster of 5 separate species, C6H22NO4 in total in a non-equilibrium geometry. The level of theory is wB97M-V/def2-TZVPD.

```
! RIJCOSX wB97M-V def2-TZVPD def2/J DEFGRID3
* xyz 1 1
C -1.89 -0.93 -1.12
C -1.07 -1.21 0.27
C 0.23 -0.46 0.23
C 0.62 -0.62 2.68
C 0.63 0.16 1.57
C 1.24 1.53 1.74
N -1.28 -1.77 -2.22
H -1.55 0.04 -1.45
H -2.96 -1.14 -0.99
H -1.80 -0.90 1.04
H -1.04 -2.31 0.29
H 1.05 -1.19 0.05
H 0.09 0.26 -0.59
H 0.35 -1.66 2.69
H 0.49 -0.13 3.67
H 2.17 1.66 1.12
H 0.51 2.30 1.46
H 1.76 1.55 2.69
H -0.20 -1.63 -2.14
H -1.45 -2.76 -2.11
H -1.44 -1.55 -3.22
H -1.44 1.78 0.37
H -1.66 3.04 -0.45
O -1.37 2.12 -0.54
H -0.74 1.17 3.46
H -1.61 2.33 3.07
O -1.40 1.43 2.80
H 4.21 -0.15 -1.92
H 2.88 -0.65 -1.59
O 3.46 -0.58 -2.37
H 0.73 0.74 -2.53
H 1.66 -0.27 -3.22
O 0.80 -0.19 -2.77
*
```

Results
E_HOMO: -0.44183 hartree
lowest unoccupied orbital energy: -0.1060 hartree
energy relative to the best compared isomer or geometry (same formula, charge and spin): 275.1 kJ/mol

Atomic partial charges in e from the natural (NBO) method, atoms 1 to 8:
1. C -0.228
2. C -0.399
3. C -0.502
4. C -0.428
5. C 0.068
6. C -0.668
7. N -0.710
8. H 0.238

***

This record from the Open Molecules 2025 dataset describes a cluster of 5 separate species, C6H22NO4 in total in a non-equilibrium geometry. The level of theory is wB97M-V/def2-TZVPD.

```
! RIJCOSX wB97M-V def2-TZVPD def2/J DEFGRID3
* xyz 2 2
C -3.40 1.39 0.48
C -1.85 1.18 0.29
C -0.89 1.25 1.55
C 0.58 1.28 1.16
C 1.55 0.54 1.73
C 2.90 0.43 1.20
N -1.72 -0.24 -0.16
H -3.83 0.57 0.95
H -3.66 2.30 1.04
H -3.85 1.48 -0.55
H -1.33 1.74 -0.34
H -1.04 0.61 2.41
H -1.05 2.31 1.98
H 0.80 1.48 0.08
H 1.38 0.07 2.71
H 3.19 -0.66 1.20
H 3.46 1.01 1.90
H 3.12 0.71 0.16
H -2.67 -0.59 -0.17
H -1.17 -0.88 0.48
H -1.24 -0.43 -1.10
H 0.22 -2.05 2.33
H 0.14 -3.15 1.37
O -0.13 -2.23 1.39
H -0.30 -2.57 -2.44
H 0.56 -1.96 -1.40
O -0.31 -2.11 -1.67
H 2.68 -2.65 -2.24
H 2.20 -1.70 -3.37
O 2.11 -1.87 -2.45
H 1.84 1.46 -2.47
H 0.81 1.92 -3.43
O 0.89 1.37 -2.62
*
```

Results
<S²>: 0.75
E_HOMO (spin up / spin down): -0.64777 / -0.64776 hartree
lowest unoccupied orbital energy (spin up / spin down): -0.2782 / -0.4289 hartree
energy relative to the best compared isomer or geometry (same formula, charge and spin): 116.7 kJ/mol

Atomic partial charges in e from the natural (NBO) method, atoms 1 to 8:
1. C -0.633
2. C -0.007
3. C -0.518
4. C 0.079
5. C 0.141
6. C -0.713
7. N -0.738
8. H 0.222

***

This record from the Open Molecules 2025 dataset describes a cluster of 5 separate species, C6H22O5 in total in a non-equilibrium geometry. The level of theory is wB97M-V/def2-TZVPD.

```
! RIJCOSX wB97M-V def2-TZVPD def2/J DEFGRID3
* xyz 0 1
C 2.04 -4.87 6.63
C 0.86 -5.11 7.55
C 0.73 -4.18 8.74
O -0.32 -4.92 6.80
H 2.96 -4.79 7.22
H 1.98 -3.90 6.12
H 2.27 -5.76 6.05
H 0.89 -6.17 7.81
H 0.33 -3.21 8.44
H 1.67 -3.88 9.20
H 0.08 -4.45 9.58
H -1.07 -4.98 7.39
C 10.10 3.33 12.85
C 9.37 3.02 14.17
C 7.90 3.21 14.02
O 9.62 1.68 14.45
H 10.00 4.38 12.58
H 9.73 2.87 11.94
H 11.16 3.11 13.02
H 9.72 3.70 14.95
H 7.61 4.25 13.86
H 7.46 2.86 14.96
H 7.44 2.61 13.24
H 9.15 1.48 15.27
O 7.21 -1.38 17.55
H 7.24 -1.10 18.46
H 7.67 -2.22 17.54
O 4.04 -1.33 14.38
H 3.87 -2.27 14.40
H 4.69 -1.18 15.07
O 3.54 -5.48 15.85
H 2.64 -5.66 16.12
H 4.03 -6.24 16.15
*
```

Results
E_HOMO: -0.37005 hartree
lowest unoccupied orbital energy: 0.0189 hartree
energy relative to the best compared isomer or geometry (same formula, charge and spin): 117.8 kJ/mol
SMILES: CC(C)O.CC(C)O.O.O.O

Atomic partial charges in e from the natural (NBO) method, atoms 1 to 8:
1. C -0.624
2. C 0.089
3. C -0.654
4. O -0.724
5. H 0.208
6. H 0.221
7. H 0.220
8. H 0.157

***

This record from the Open Molecules 2025 dataset describes a cluster of 5 separate species, C6H23N2O4 in total in a non-equilibrium geometry. The level of theory is wB97M-V/def2-TZVPD.

```
! RIJCOSX wB97M-V def2-TZVPD def2/J DEFGRID3
* xyz 1 1
C 1.39 2.93 -1.52
C 0.18 2.00 -1.76
C 0.53 0.78 -2.60
C 1.34 -0.36 -1.78
C 1.09 -0.45 -0.27
N -0.31 -0.53 0.11
C -0.69 -0.86 1.31
N -1.82 -1.41 1.67
H 1.03 3.84 -1.05
H 1.79 3.28 -2.46
H 2.05 2.33 -0.89
H -0.58 2.51 -2.37
H -0.35 1.70 -0.86
H -0.21 0.23 -3.18
H 1.32 0.98 -3.35
H 2.41 -0.26 -1.92
H 1.01 -1.22 -2.38
H 1.78 -1.20 0.08
H 1.37 0.52 0.19
H -1.00 -0.67 -0.63
H 0.10 -0.80 2.06
H -2.54 -1.42 0.94
H -2.08 -1.64 2.61
H 3.48 0.29 3.18
H 2.90 1.23 2.12
O 2.65 0.52 2.71
H -1.12 -3.66 0.07
H -1.65 -3.68 -1.32
O -0.92 -3.32 -0.80
H -3.23 -0.72 -1.76
H -3.73 0.20 -0.73
O -3.05 -0.47 -0.84
H -0.54 2.06 2.98
H 0.92 1.37 3.02
O -0.04 1.23 3.07
*
```

Results
E_HOMO: -0.48745 hartree
lowest unoccupied orbital energy: -0.0978 hartree
energy relative to the best compared isomer or geometry (same formula, charge and spin): 1.6 kJ/mol

Atomic partial charges in e from the natural (NBO) method, atoms 1 to 8:
1. C -0.608
2. C -0.416
3. C -0.410
4. C -0.417
5. C -0.234
6. N -0.528
7. C 0.426
8. N -0.743

***

Q: Which of these has the highest energy relative to the best compared isomer or geometry (same formula, charge and spin)?
A: number 1

***

Q: Which value of energy relative to the best compared isomer or geometry (same formula, charge and spin) does entry 4 give?
A: 1.6 kJ/mol

***

What did the first record say?
This record from the Open Molecules 2025 dataset describes a cluster of 5 separate species, C6H22NO4 in total in a non-equilibrium geometry. The level of theory is wB97M-V/def2-TZVPD.

```
! RIJCOSX wB97M-V def2-TZVPD def2/J DEFGRID3
* xyz 1 1
C -1.89 -0.93 -1.12
C -1.07 -1.21 0.27
C 0.23 -0.46 0.23
C 0.62 -0.62 2.68
C 0.63 0.16 1.57
C 1.24 1.53 1.74
N -1.28 -1.77 -2.22
H -1.55 0.04 -1.45
H -2.96 -1.14 -0.99
H -1.80 -0.90 1.04
H -1.04 -2.31 0.29
H 1.05 -1.19 0.05
H 0.09 0.26 -0.59
H 0.35 -1.66 2.69
H 0.49 -0.13 3.67
H 2.17 1.66 1.12
H 0.51 2.30 1.46
H 1.76 1.55 2.69
H -0.20 -1.63 -2.14
H -1.45 -2.76 -2.11
H -1.44 -1.55 -3.22
H -1.44 1.78 0.37
H -1.66 3.04 -0.45
O -1.37 2.12 -0.54
H -0.74 1.17 3.46
H -1.61 2.33 3.07
O -1.40 1.43 2.80
H 4.21 -0.15 -1.92
H 2.88 -0.65 -1.59
O 3.46 -0.58 -2.37
H 0.73 0.74 -2.53
H 1.66 -0.27 -3.22
O 0.80 -0.19 -2.77
*
```

Results
E_HOMO: -0.44183 hartree
lowest unoccupied orbital energy: -0.1060 hartree
energy relative to the best compared isomer or geometry (same formula, charge and spin): 275.1 kJ/mol

Atomic partial charges in e from the natural (NBO) method, atoms 1 to 8:
1. C -0.228
2. C -0.399
3. C -0.502
4. C -0.428
5. C 0.068
6. C -0.668
7. N -0.710
8. H 0.238